Record 1
# C3H7NO3

A cluster of 2 separate species, C3H7NO3 in total (ωB97M-V/def2-TZVPD, OMol25).

HOMO energy (alpha / beta) in eV: -7.96 / -8.17
E_LUMO (alpha / beta) in hartree: 0.01340 / 0.01536
Calculated total energy in eV: -10850.4808
ΔE to the lowest compared entry with this formula, charge and spin in eV: 7.8869

Structure (ORCA input):
```
! wB97M-V def2-TZVPD RIJCOSX def2/J DEFGRID3
* xyz 0 1
C 1.645 0.052 -0.621
N 0.248 0.439 1.275
H -0.051 1.384 1.641
O -1.214 -1.607 0.140
H -3.278 0.427 -0.813
C -2.323 0.564 -0.244
H 2.485 0.408 -1.168
H 2.675 -0.931 0.760
C -1.485 -0.350 0.022
H 0.903 -0.142 -1.520
O 2.033 -1.120 0.074
O 1.094 1.001 0.184
H -0.295 -1.703 0.235
H -2.437 1.577 0.035
*
```

Atom charges from the Mulliken analysis, given in e for atoms 1 to 4: atom 1 (C): -0.093, atom 2 (N): -0.501, atom 3 (H): 0.226, atom 4 (O): -0.442


Record 2
# C3H7NO3

A structure of composition C3H7NO3 (ωB97M-V/def2-TZVPD, OMol25).

HOMO energy in eV: -9.85
E_LUMO in hartree: 0.01671
Calculated total energy in eV: -10851.7767
ΔE to the lowest compared entry with this formula, charge and spin in eV: 6.5910

Structure (ORCA input):
```
! wB97M-V def2-TZVPD RIJCOSX def2/J DEFGRID3
* xyz 0 1
H -2.570 -0.671 0.704
O 1.396 -1.121 -1.152
H -1.305 2.002 -0.295
C -1.502 -0.483 0.845
O 2.697 0.304 -0.170
H 2.899 0.610 0.728
H 2.597 -0.965 -0.768
H -1.417 0.196 1.698
C 1.079 -0.020 -0.572
O -1.613 1.250 -0.822
H -1.001 -1.419 1.104
N 0.629 0.744 0.314
H -1.027 -0.562 -1.223
C -0.863 0.135 -0.392
*
```

Atom charges from the Mulliken analysis, given in e for atoms 1 to 4: atom 1 (H): 0.349, atom 2 (O): -0.570, atom 3 (H): 0.365, atom 4 (C): -1.132


Record 3
# C3H7NO3

The molecule C3H7NO3 (ωB97M-V/def2-TZVPD, OMol25).

HOMO energy in eV: -10.11
E_LUMO in hartree: 0.02327
Calculated total energy in eV: -10855.6330
ΔE to the lowest compared entry with this formula, charge and spin in eV: 2.7347
SMILES: [H]/N=C/C(O)(O)CO

Structure (ORCA input):
```
! wB97M-V def2-TZVPD RIJCOSX def2/J DEFGRID3
* xyz 0 1
H 0.915 0.473 1.476
H 0.439 -1.925 -0.887
C -0.858 0.867 -0.309
C -0.210 -0.453 0.020
C 1.189 -0.164 0.632
O -0.068 -1.174 -1.173
N -2.109 0.992 -0.221
H -1.815 -1.115 0.633
H -2.464 1.992 -0.337
O 2.004 0.729 -0.193
H 2.224 0.125 -0.934
H 1.872 -1.072 0.736
H -0.203 1.726 -0.469
O -0.916 -1.002 1.027
*
```

Atom charges from the Mulliken analysis, given in e for atoms 1 to 4: atom 1 (H): 0.382, atom 2 (H): 0.355, atom 3 (C): -0.195, atom 4 (C): 0.778


Record 4
# C3H7NO3

A structure of composition C3H7NO3 (ωB97M-V/def2-TZVPD, OMol25).

HOMO energy in eV: -8.61
E_LUMO in hartree: 0.00274
Calculated total energy in eV: -10852.9524
ΔE to the lowest compared entry with this formula, charge and spin in eV: 5.4154

Structure (ORCA input):
```
! wB97M-V def2-TZVPD RIJCOSX def2/J DEFGRID3
* xyz 0 1
O 0.814 1.954 -0.306
H -1.557 -1.707 -0.499
O 1.388 -1.386 -0.708
H 0.898 2.577 -1.038
H 0.286 0.609 -1.854
H -0.577 -1.976 0.958
H -1.961 -0.999 1.126
C 0.856 -0.539 -0.019
N -1.061 0.508 -0.277
C 0.196 0.784 -0.780
H -1.195 1.009 0.604
C -1.182 -1.249 0.409
H 1.898 0.543 1.152
O 1.197 -0.130 1.232
*
```

Atom charges from the Mulliken analysis, given in e for atoms 1 to 4: atom 1 (O): -0.553, atom 2 (H): 0.312, atom 3 (O): -0.578, atom 4 (H): 0.333


Record 5
# C3H7NO3

A cluster of 2 separate species, C3H7NO3 in total (ωB97M-V/def2-TZVPD, OMol25).

HOMO energy (alpha / beta) in eV: -7.97 / -10.54
E_LUMO (alpha / beta) in hartree: 0.02108 / -0.06373
Calculated total energy in eV: -10848.5767
ΔE to the lowest compared entry with this formula, charge and spin in eV: 4.2770
<S²>: 2.01

Structure (ORCA input):
```
! wB97M-V def2-TZVPD RIJCOSX def2/J DEFGRID3
* xyz 0 3
H -0.980 0.060 -0.912
C 1.013 -1.625 -0.763
O -0.238 0.916 0.921
C -0.212 0.660 -0.390
H -0.691 -0.984 1.948
H 1.949 -1.769 -1.172
O 1.244 2.356 -0.714
H -0.835 0.753 2.678
H -2.076 0.031 1.516
H 0.766 -1.904 0.180
O 0.384 1.460 -2.486
N 0.483 1.599 -1.246
H 0.202 -1.786 -1.377
C -1.008 0.233 1.819
*
```

Atom charges from the Mulliken analysis, given in e for atoms 1 to 4: atom 1 (H): 0.582, atom 2 (C): -1.028, atom 3 (O): -0.255, atom 4 (C): -0.338


Record 6
# C3H7NO3S

A cluster of 3 separate species, C3H7NO3S in total (ωB97M-V/def2-TZVPD, OMol25).

HOMO energy in eV: -9.62
E_LUMO in hartree: -0.01850
Calculated total energy in eV: -21686.0474
ΔE to the lowest compared entry with this formula, charge and spin in eV: 5.9261

Structure (ORCA input):
```
! wB97M-V def2-TZVPD RIJCOSX def2/J DEFGRID3
* xyz 0 1
C 0.832 -0.453 0.849
C 0.133 0.773 0.516
H -1.962 -1.435 0.037
O 0.292 -1.526 0.079
O 0.745 1.872 0.964
H 1.510 2.034 0.297
H -0.815 0.864 0.965
H 0.069 -2.430 1.005
S -2.541 -0.244 -0.721
H 2.378 -0.229 0.872
H -0.877 -0.517 -2.689
O 0.824 1.149 -1.724
N -1.040 -0.098 -1.575
H 0.526 -0.484 2.147
C -0.075 0.723 -1.021
*
```

Atom charges from the Mulliken analysis, given in e for atoms 1 to 4: atom 1 (C): -0.186, atom 2 (C): -0.071, atom 3 (H): 0.168, atom 4 (O): -0.551


Record 7
# C3H7NO3S

A cluster of 2 separate species, C3H7NO3S in total (ωB97M-V/def2-TZVPD, OMol25).

HOMO energy in eV: -8.66
E_LUMO in hartree: 0.02322
Calculated total energy in eV: -21690.0065
ΔE to the lowest compared entry with this formula, charge and spin in eV: 1.9671
SMILES: C1=NCCO1.OSO

Structure (ORCA input):
```
! wB97M-V def2-TZVPD RIJCOSX def2/J DEFGRID3
* xyz 0 1
H -0.482 -0.383 0.055
N 0.853 0.974 -0.645
H 2.489 0.977 -1.862
C 0.408 0.093 0.509
O -2.285 1.155 -1.034
O -2.994 -0.801 0.469
H -1.320 0.968 -0.775
O 2.555 -0.477 -0.282
H 0.250 0.780 1.332
C 1.635 -0.808 0.717
C 2.025 0.530 -0.958
H 1.461 -1.879 0.529
H -3.478 -1.428 -0.118
H 2.054 -0.605 1.793
S -3.170 0.904 0.270
*
```

Atom charges from the Mulliken analysis, given in e for atoms 1 to 4: atom 1 (H): 0.289, atom 2 (N): -0.582, atom 3 (H): 0.379, atom 4 (C): -0.318


Record 8
# C3H7NO5

A cluster of 2 separate species, C3H7NO5 in total (ωB97M-V/def2-TZVPD, OMol25).

HOMO energy (alpha / beta) in eV: -7.94 / -7.94
E_LUMO (alpha / beta) in hartree: -0.00418 / -0.00419
Calculated total energy in eV: -14949.4807
ΔE to the lowest compared entry with this formula, charge and spin in eV: 3.3180

Structure (ORCA input):
```
! wB97M-V def2-TZVPD RIJCOSX def2/J DEFGRID3
* xyz 0 1
H -0.137 1.818 0.344
H 2.083 0.660 2.301
C -0.901 -0.331 -1.463
O 2.122 0.098 1.517
O 1.485 0.361 -0.616
O -1.351 0.909 -0.919
H 0.054 -1.672 1.493
H 0.650 -0.199 -1.257
O -1.268 -0.678 -2.580
O 0.579 1.667 0.993
H -0.440 -2.149 -0.709
H -1.085 -0.197 1.378
C -0.415 -0.900 0.900
H -1.813 1.348 -1.646
N -0.759 -1.251 -0.364
C 1.197 0.515 0.627
*
```

Atom charges from the Mulliken analysis, given in e for atoms 1 to 4: atom 1 (H): 0.439, atom 2 (H): 0.328, atom 3 (C): 0.462, atom 4 (O): -0.482


Record 9
# C3H7NO5P

The ion C3H7NO5P with charge -1 (ωB97M-V/def2-TZVPD, OMol25).

HOMO energy in eV: -5.76
E_LUMO in hartree: 0.13614
Calculated total energy in eV: -24245.5187
ΔE to the lowest compared entry with this formula, charge and spin in eV: 0.0000
SMILES: [H]/N=C\[C@@](C)(O)O[P@@](=O)([O-])O

Structure (ORCA input):
```
! wB97M-V def2-TZVPD RIJCOSX def2/J DEFGRID3
* xyz -1 1
H 2.268 -1.836 -0.902
H -0.753 -1.133 -1.310
C -1.027 1.461 -0.234
O 2.953 -1.218 -1.027
H -1.966 0.870 -0.076
P 2.722 0.083 0.011
O 3.711 1.081 -0.332
H 0.983 0.125 1.894
O 0.140 0.614 1.583
H 0.428 -1.747 1.234
O 2.529 -0.572 1.351
C 0.042 0.420 0.118
H -0.796 2.286 0.293
C -0.321 -1.078 -0.288
O 1.218 0.623 -0.580
H -1.029 1.676 -1.256
N -0.067 -2.099 0.370
*
```

Atom charges from the Mulliken analysis, given in e for atoms 1 to 4: atom 1 (H): 0.332, atom 2 (H): 0.322, atom 3 (C): -1.819, atom 4 (O): -0.566


Question: Look up the ΔE to the lowest compared entry with this formula, charge and spin of the fifth one.
Answer: 4.2770 eV


Question: Which value of calculated total energy does entry 2 give?
Answer: -10851.7767 eV


Question: Number 1 is which compound?
Answer: C3H7NO3


Please write out number 6 again, unchanged.
# C3H7NO3S

A cluster of 3 separate species, C3H7NO3S in total (ωB97M-V/def2-TZVPD, OMol25).

HOMO energy in eV: -9.62
E_LUMO in hartree: -0.01850
Calculated total energy in eV: -21686.0474
ΔE to the lowest compared entry with this formula, charge and spin in eV: 5.9261

Structure (ORCA input):
```
! wB97M-V def2-TZVPD RIJCOSX def2/J DEFGRID3
* xyz 0 1
C 0.832 -0.453 0.849
C 0.133 0.773 0.516
H -1.962 -1.435 0.037
O 0.292 -1.526 0.079
O 0.745 1.872 0.964
H 1.510 2.034 0.297
H -0.815 0.864 0.965
H 0.069 -2.430 1.005
S -2.541 -0.244 -0.721
H 2.378 -0.229 0.872
H -0.877 -0.517 -2.689
O 0.824 1.149 -1.724
N -1.040 -0.098 -1.575
H 0.526 -0.484 2.147
C -0.075 0.723 -1.021
*
```

Atom charges from the Mulliken analysis, given in e for atoms 1 to 4: atom 1 (C): -0.186, atom 2 (C): -0.071, atom 3 (H): 0.168, atom 4 (O): -0.551